No. 1
The following is a DFT calculation (ωB97M-V/def2-TZVPD) of a molecular structure, C22H35Cl2N11Rb.

Results
Total energy: -2405.8971 Eh
HOMO-LUMO gap: 9.14 eV
Energy relative to the best compared isomer or geometry (same formula, charge and spin): 46.8 kJ/mol
Total charge: +1
Strongest force on any atom: 0.8 eV Å⁻¹
Lowest unoccupied orbital energy: -0.0795 Eh

Element x y z (Å)
Rb  0.26509  -2.09563  -1.29535
C  -2.90945  -4.45780  -1.06749
C  -2.97486  -3.56898  -2.30817
N  -2.63955  -2.16876  -2.03948
C  -3.57584  -1.47549  -1.14910
C  -2.90406  -0.77218  0.02969
N  -1.96595  -1.61415  0.77090
C  -2.56589  -2.76345  1.44884
C  -1.86168  -4.08369  1.13588
N  -1.67340  -4.30086  -0.29760
H  -3.76257  -4.24540  -0.42025
H  -3.04641  -5.49374  -1.39118
H  -2.26262  -3.93795  -3.04895
H  -3.97495  -3.67957  -2.75126
H  -2.58478  -1.68302  -2.92556
H  -4.15344  -0.72546  -1.69729
H  -4.31440  -2.18911  -0.77753
H  -2.33951  0.08676  -0.34217
H  -3.70358  -0.37229  0.67105
H  -1.49163  -1.02076  1.44288
H  -2.55957  -2.62702  2.53474
H  -3.62130  -2.83933  1.17712
H  -0.87123  -4.08062  1.60024
H  -2.43413  -4.89243  1.61369
H  -1.07433  -5.10384  -0.43567
Cl  1.68379  -1.11897  -3.81758
C  1.75087  -2.76194  -4.50683
Cl  0.29802  -3.70072  -4.09560
H  2.60444  -3.26569  -4.07252
H  1.79784  -2.66724  -5.58367
N  2.46116  -0.94919  4.43032
C  1.93374  0.34388  3.93359
C  0.42592  0.22426  3.63033
N  0.01528  0.56517  2.27292
H  3.43642  -0.87381  4.70140
H  2.24572  -1.94198  3.35111
H  1.95582  -1.22675  5.26689
H  2.45934  0.58484  3.00824
H  2.13915  1.14453  4.64599
H  -0.14884  0.84586  4.31652
H  0.11695  -0.80664  3.82852
H  0.59758  0.10308  1.58277
H  0.11093  1.55905  2.09724
C  2.81515  2.21645  -1.72816
C  2.37047  1.07151  -1.08682
N  1.10046  0.88284  -0.72450
C  0.23202  1.85471  -1.00839
C  0.57725  3.05327  -1.61842
C  1.90469  3.22297  -1.99232
C  -0.45543  4.08015  -1.88328
C  -0.48444  5.33215  -1.43087
C  0.44944  5.97312  -0.48392
C  0.48373  7.35811  -0.38171
C  1.36887  7.90428  0.53068
N  2.15643  7.15270  1.29498
C  2.03535  5.84049  1.12773
N  1.22897  5.20591  0.28668
H  3.85497  2.31449  -2.00726
H  3.06555  0.26975  -0.85958
H  -0.79545  1.68654  -0.70062
H  2.21522  4.13940  -2.47756
H  -1.26772  3.77352  -2.53511
H  -1.28921  5.97068  -1.77757
H  -0.15339  7.98366  -0.99126
H  1.44869  8.97812  0.65573
H  2.66694  5.21680  1.75137
N  2.87337  -3.71655  -1.71811
C  2.96936  -3.80723  -0.56837
N  3.07872  -3.97575  0.72589
C  2.58538  -3.25674  1.62260
N  2.08054  -2.67834  2.51054

No. 2
The following is a DFT calculation (ωB97M-V/def2-TZVPD) of a molecular structure, C46H32N10S2Y in a non-equilibrium geometry.

Results
Total energy: -3153.8119 Eh
HOMO-LUMO gap: 5.31 eV
Energy relative to the best compared isomer or geometry (same formula, charge and spin): 0.0 kJ/mol
Total charge: +3
Strongest force on any atom: 1.1 eV Å⁻¹
Lowest unoccupied orbital energy: -0.3148 Eh

Element x y z (Å)
Y  -0.03394  -0.72447  0.63706
N  -1.66643  3.14088  2.59541
C  -0.87402  2.21435  2.10814
N  -1.28318  1.04771  1.64693
C  -2.66286  0.75889  1.67503
N  -3.15460  -0.36224  1.24214
N  -2.21882  -1.24443  0.74992
C  -2.62823  -2.37837  0.32445
C  -1.62994  -3.32991  -0.19459
C  -2.00003  -4.57225  -0.66025
C  -1.01536  -5.43790  -1.12586
C  0.30581  -5.02954  -1.10466
C  0.60021  -3.76428  -0.62197
N  -0.33651  -2.92214  -0.17869
C  -3.58002  1.75786  2.19992
C  -4.96280  1.55462  2.25514
C  -5.78081  2.53821  2.76381
C  -5.23744  3.74042  3.22680
C  -3.87552  3.96092  3.18086
C  -3.05979  2.96351  2.66555
H  -1.26937  4.00904  2.92987
H  0.18559  2.44305  2.09397
H  -3.68213  -2.64282  0.35395
H  -3.04227  -4.86308  -0.65746
H  -1.28263  -6.41907  -1.49598
H  1.10042  -5.67464  -1.45144
H  1.62725  -3.41626  -0.58504
H  -5.36739  0.62011  1.89341
H  -6.85013  2.38153  2.80596
H  -5.88843  4.50735  3.62537
H  -3.44846  4.89121  3.53788
S  4.61550  1.72255  -2.20679
C  6.12447  2.32441  -2.71721
C  7.09289  2.12021  -1.78361
C  6.59838  1.46637  -0.62816
C  5.26232  1.18341  -0.70085
C  4.42377  0.52696  0.29974
C  3.06185  0.30903  0.06139
N  2.23310  -0.27804  0.91941
C  2.70961  -0.71057  2.12312
C  4.05841  -0.53733  2.45535
C  4.55041  -0.99626  3.72905
C  3.72766  -1.59277  4.60944
C  2.33423  -1.78786  4.30074
C  1.45942  -2.40816  5.20444
C  0.12135  -2.59098  4.90153
C  -0.28767  -2.12053  3.64625
N  0.50998  -1.53430  2.76852
C  1.82451  -1.35375  3.07222
C  -0.83009  -3.22972  5.80608
C  -0.59501  -3.74882  7.04944
C  -1.75343  -4.29768  7.65157
C  -2.85216  -4.18713  6.85614
S  -2.49029  -3.42282  5.37909
C  4.90006  0.08594  1.52337
H  6.21825  2.79810  -3.68195
H  8.12013  2.42650  -1.91272
H  7.22803  1.22527  0.21806
H  2.62839  0.63591  -0.87835
H  5.59847  -0.84862  3.95743
H  4.09488  -1.93916  5.56739
H  1.85648  -2.74421  6.15530
H  -1.32522  -2.23012  3.34695
H  0.37050  -3.74908  7.53784
H  -1.76952  -4.75292  8.63037
H  -3.85886  -4.51640  7.06113
H  5.94411  0.21842  1.78322
N  -0.21251  1.40226  -6.57900
C  -0.64006  2.25915  -7.56507
C  -0.42900  2.28477  -8.94622
C  -1.02808  3.31509  -9.62823
C  -1.81339  4.29550  -8.97461
C  -2.01756  4.26701  -7.62139
C  -1.41606  3.22323  -6.89902
N  -1.45322  2.95291  -5.55615
C  -0.73336  1.86920  -5.39636
C  -0.53963  1.27027  -4.09520
C  -1.15613  1.86638  -2.98338
C  -0.98715  1.31948  -1.74177
N  -0.23946  0.21460  -1.50137
C  0.34408  -0.35777  -2.57504
C  0.22745  0.12091  -3.85638
H  0.36253  0.59092  -6.72378
H  0.16902  1.53789  -9.45193
H  -0.89792  3.38224  -10.70024
H  -2.26056  5.08338  -9.56612
H  -2.61679  5.01209  -7.11572
H  -1.75955  2.75126  -3.13240
H  -1.46742  1.77523  -0.88509
H  0.93935  -1.24710  -2.38949
H  0.73232  -0.40297  -4.65662

No. 3
The following is a DFT calculation (ωB97M-V/def2-TZVPD) of 2 unconnected molecules or ions with the total composition C4H10N2 in a non-equilibrium geometry.

Results
Total energy: -267.8383 Eh
HOMO-LUMO gap: 9.57 eV
Energy relative to the best compared isomer or geometry (same formula, charge and spin): 228.5 kJ/mol
Total charge: 0
Strongest force on any atom: 2.7 eV Å⁻¹
Lowest unoccupied orbital energy: 0.0410 Eh

Element x y z (Å)
C  1.96718  -1.98230  0.96252
C  1.15380  -0.76060  1.25875
C  1.44073  0.45288  0.81912
H  2.00305  -2.68451  1.78468
H  2.99613  -1.67249  0.75685
H  1.61605  -2.45428  0.04809
H  0.30714  -0.90796  1.92421
H  0.80670  1.32441  0.71694
H  2.41527  0.62576  0.34873
N  -2.18918  2.10574  -1.64641
C  -1.91500  0.81863  -1.28913
N  -2.36010  0.17730  -0.29084
H  -2.77359  2.64297  -1.02153
H  -2.39081  2.21182  -2.63288
H  -1.37287  0.32391  -2.11943
H  -1.70449  -0.22129  0.38033

Q: Which formula does entry 3 have?
A: C4H10N2

Q: Which of these has the highest total energy?
A: C4H10N2